[1]
A molecular structure, C28H46F6OP2Pr. Source: the Open Molecules 2025 dataset; level of theory: wB97M-V/def2-TZVPD.

Results
Molar mass = 715.52 g mol⁻¹
HOMO level (spin up / spin down) = -10.68 / -10.68 eV
Orbital gap (spin up / spin down) = 6.74 / 6.80 eV

The geometry in ORCA input format:
```
! RIJCOSX wB97M-V def2-TZVPD def2/J DEFGRID3
* xyz 1 3
Pr -1.73 0.47 -0.88
C -0.29 0.38 1.42
C 0.62 0.68 0.36
C -0.83 2.46 0.62
C -1.19 1.47 1.59
C 0.28 1.97 -0.13
C -0.17 -0.74 2.40
H 0.61 -1.44 2.10
H -1.12 -1.28 2.44
H 0.06 -0.38 3.41
C -2.01 1.72 2.79
H -2.45 0.80 3.17
H -2.81 2.43 2.60
H -1.38 2.15 3.59
C -1.51 3.78 0.45
H -2.11 4.02 1.34
H -2.20 3.77 -0.42
H -0.79 4.58 0.29
C 1.00 2.70 -1.20
H 2.04 2.90 -0.93
H 0.53 3.67 -1.41
H 1.03 2.12 -2.13
C 1.87 -0.07 0.06
H 2.77 0.49 0.35
H 1.94 -0.27 -1.02
H 1.91 -1.03 0.58
C 1.19 -3.48 -1.82
C 2.31 -3.39 -1.08
C 3.72 -3.22 -1.55
C 3.89 -2.91 -3.06
C 3.61 -1.51 -3.46
C 2.45 -0.83 -3.54
C 1.09 -1.37 -3.24
C 0.91 -2.89 -3.18
H 4.34 -4.10 -1.32
H 3.33 -3.65 -3.63
H 4.18 -2.40 -0.97
H 1.45 -3.38 -4.01
H 0.32 -4.02 -1.41
H 2.23 -3.58 0.00
H -0.16 -3.10 -3.39
H 0.73 -0.95 -2.28
H 2.47 0.23 -3.81
H 0.38 -0.96 -4.00
H 4.96 -3.07 -3.23
H 4.54 -0.97 -3.73
P -1.14 -1.20 -5.73
P -1.44 1.77 -5.66
C -1.76 -0.48 -7.36
C -2.18 0.97 -7.20
H -2.60 -1.10 -7.70
H -0.95 -0.58 -8.11
H -1.86 1.54 -8.10
H -3.28 1.04 -7.12
C -1.88 3.47 -6.25
H -1.32 4.20 -5.66
H -2.95 3.63 -6.10
H -1.65 3.60 -7.32
C 0.28 1.84 -6.38
H 0.26 1.91 -7.48
H 0.88 0.97 -6.09
H 0.77 2.74 -5.98
C -2.65 -2.14 -5.29
H -2.54 -2.49 -4.26
H -2.74 -3.00 -5.97
H -3.53 -1.50 -5.38
C -0.15 -2.55 -6.55
H 0.06 -2.30 -7.60
H -0.72 -3.49 -6.51
H 0.80 -2.67 -6.01
C -4.89 -2.01 0.19
C -3.53 -2.06 0.83
O -2.71 -1.01 0.35
C -3.74 -2.02 2.39
F -4.82 -2.77 2.77
F -2.69 -2.46 3.12
F -3.99 -0.74 2.78
C -2.79 -3.38 0.49
F -3.44 -4.49 0.97
F -2.70 -3.52 -0.87
F -1.51 -3.42 0.95
H -5.36 -1.07 0.48
H -5.49 -2.86 0.53
H -4.75 -2.04 -0.90
*
```

Mulliken population analysis, charges in e, atoms 1 to 5: Pr 1.285; C 0.420; C 1.112; C -0.292; C 1.191

=====

[2]
A single C10H9N molecule. Source: the Open Molecules 2025 dataset; level of theory: wB97M-V/def2-TZVPD.

Results
Molar mass = 143.19 g mol⁻¹
HOMO level (spin up / spin down) = -7.78 / -7.78 eV
Orbital gap (spin up / spin down) = 7.19 / 7.19 eV

The geometry in ORCA input format:
```
! RIJCOSX wB97M-V def2-TZVPD def2/J DEFGRID3
* xyz 0 1
C -1.17 0.54 1.39
C -1.16 -0.86 1.64
C 0.01 2.17 0.02
C 1.05 2.76 -0.63
C -0.41 0.87 0.29
C 0.01 -0.38 -0.32
C -0.42 -1.49 0.66
C 2.93 1.62 -1.82
C 0.54 -0.40 -1.52
C -0.47 -2.95 0.41
N 1.99 2.09 -1.33
H -1.77 1.20 1.90
H -1.66 -1.20 2.56
H -0.57 2.94 0.54
H 1.18 3.77 -0.60
H 0.92 -1.17 -2.18
H 0.52 0.53 -1.98
H -1.41 -3.21 -0.01
H -0.33 -3.55 1.25
H 0.22 -3.29 -0.25
*
```

natural (NBO) population analysis, charges in e, atoms 1 to 5: C -0.127; C -0.251; C -0.152; C -0.091; C -0.132

=====

[3]
2 unconnected molecules or ions with the total composition CFIO. Source: the Open Molecules 2025 dataset; level of theory: wB97M-V/def2-TZVPD.

Results
Molar mass = 173.91 g mol⁻¹
HOMO level (spin up / spin down) = -10.30 / -9.95 eV
Orbital gap (spin up / spin down) = 8.71 / 6.74 eV

The geometry in ORCA input format:
```
! RIJCOSX wB97M-V def2-TZVPD def2/J DEFGRID3
* xyz 0 1
C -0.68 -0.02 0.16
O -0.88 1.10 -0.10
F -1.35 -1.10 -0.08
I 2.91 0.02 0.01
*
```

List of natural (NBO) charges in e, atom by atom: C 0.806; O -0.477; F -0.288; I -0.041

=====

The records above yield energy relative to the best compared isomer or geometry (same formula, charge and spin) values of 0.000, 4.385, 2.481 eV, respectively.